Record 1
C2H3LiOTl | ωB97M-V with the def2-TZVPD basis set

Total charge: +2
2S+1: 2
HOMO-LUMO gap (spin up / spin down) in hartree: 0.29737 / 0.23884
E_LUMO (spin up / spin down) in eV: -9.99 / -11.26

Structure (XYZ):
```
8
C2H3LiOTl, DFT ωB97M-V with the def2-TZVPD basis set
O 1.69525 -0.39868 1.56461
C 1.53705 -1.29500 0.86262
Tl 1.15753 0.39458 -2.96985
Li -1.30016 -0.20573 -3.10632
H 1.74576 -2.25298 0.43952
C 0.25871 -0.77812 -1.53264
H 0.70748 -1.56684 -2.14125
H -0.61457 -1.21059 -1.03498
```



Record 2
C2H3N | ωB97M-V with the def2-TZVPD basis set

Energy above the lowest of the compared OMol25 structures with the same formula, charge and spin in eV: 4.254
2S+1: 1
HOMO-LUMO gap in hartree: 0.33099
E_LUMO in eV: -2.10

Structure (XYZ):
```
6
C2H3N, DFT ωB97M-V with the def2-TZVPD basis set
C 0.92263 0.59352 -0.91960
C -0.66761 -0.45100 0.60085
N 1.65849 1.23768 -1.48571
H -0.21793 0.17238 1.37782
H -0.06378 -1.20568 0.11114
H -1.63180 -0.34690 0.31550
```



Record 3
C2H3N2O | ωB97M-V with the def2-TZVPD basis set

Total charge: +1
Energy above the lowest of the compared OMol25 structures with the same formula, charge and spin in eV: 0.000
2S+1: 1
HOMO-LUMO gap in hartree: 0.50827
E_LUMO in eV: -5.58

Structure (XYZ):
```
8
C2H3N2O, DFT ωB97M-V with the def2-TZVPD basis set
C 1.05632 1.42944 0.04335
C 0.13549 0.18491 0.00888
N 3.45938 -1.25808 0.08329
N 2.77749 -0.40093 0.11041
O 1.66567 2.35651 0.05386
H 0.21479 -0.27541 0.99787
H 0.41604 -0.49175 -0.79334
H -0.87944 0.57973 -0.13243
```



Record 4
C2H3N2O2 | ωB97M-V with the def2-TZVPD basis set

Total charge: -1
Energy above the lowest of the compared OMol25 structures with the same formula, charge and spin in eV: 5.752
2S+1: 1
HOMO-LUMO gap (spin up / spin down) in hartree: 0.25350 / 0.25357
E_LUMO (spin up / spin down) in eV: 4.16 / 4.16

Structure (XYZ):
```
9
C2H3N2O2, DFT ωB97M-V with the def2-TZVPD basis set
C 0.54617 0.94348 0.01042
C 0.82746 -0.53752 0.11912
N -0.76340 1.12550 0.02079
N -1.41199 0.01177 0.22232
O -2.84318 -0.11167 -0.73490
O -0.51620 -1.13266 0.09211
H 1.31914 1.65831 0.03992
H 1.48397 -1.15663 -0.75144
H 1.35802 -0.80058 0.98165
```



| no. | maximum force (eV/A) | DFT total energy (Eh) |
| --- | --- | --- |
| 1 | 5.79 | -332.39384 |
| 2 | 6.03 | -132.59536 |
| 3 | 2.41 | -262.47771 |
| 4 | 4.31 | -337.79800 |